No. 1
Here is the molecule C5H10O3 from OMol25. Energies are from the ωB97M-V functional and the def2-TZVPD basis.

CARTESIAN COORDINATES (ANGSTROEM)
1 C -0.98722 -0.34640 0.42980
2 C 2.58902 0.99213 -0.48478
3 C -1.93031 0.77397 0.75327
4 C -1.42271 -1.32938 -0.61518
5 C 1.42662 0.09905 -0.13433
6 O 1.66463 -1.29113 -0.19605
7 O 1.54360 -0.64016 1.09042
8 O 0.24523 0.57043 -0.41389
9 H -0.65905 -0.85429 1.33669
10 H 3.51963 0.54492 -0.14582
11 H 2.60735 1.12734 -1.56428
12 H 2.44629 1.96285 -0.01503
13 H -0.57843 -1.96614 -0.88164
14 H -2.21712 1.30527 -0.14941
15 H -2.80454 0.35365 1.25758
16 H -1.46092 1.47528 1.44071
17 H -1.77056 -0.81579 -1.50776
18 H -2.21152 -1.96160 -0.20032

Summary:
Kohn-Sham gap	10.603	eV
E_LUMO	0.037	Ha
electronic energy	-11485.745	eV
total charge	0
spin multiplicity	1
SMILES string	CC(C)OC1(C)OO1
max |F|	0.06665	hartree/bohr
HOMO level	-9.6050	eV

Atom charges from the Löwdin analysis, given in e for atoms 1 to 8: -0.224 0.038 -0.060 -0.055 -0.682 0.030 0.006 0.017

---

No. 2
Here is C29H30N15O3Sc as an isolated structure from OMol25. Energies are from the ωB97M-V functional and the def2-TZVPD basis.

CARTESIAN COORDINATES (ANGSTROEM)
1 Sc 0.57463 -0.94017 0.63409
2 O 6.49817 2.34017 -1.62786
3 C 5.28602 2.37369 -1.99524
4 O 4.86364 3.32843 -2.74547
5 C 4.28634 1.40799 -1.62345
6 C 2.95627 1.65499 -2.09490
7 C 1.92133 0.82784 -1.62444
8 N 2.15081 -0.16587 -0.74699
9 C 3.41958 -0.47771 -0.31645
10 C 4.48806 0.34311 -0.70711
11 C 3.60679 -1.57125 0.65046
12 C 4.86263 -2.26224 0.70650
13 C 4.98760 -3.23398 1.68209
14 C 3.82105 -3.68211 2.37661
15 C 2.59087 -2.99148 2.22330
16 N 2.51865 -1.86919 1.48423
17 C 0.53612 0.90612 -2.00168
18 C 0.11053 1.93312 -2.89932
19 C -1.25019 2.16382 -3.01299
20 C -2.13372 1.24483 -2.43103
21 C -1.63445 0.25417 -1.62358
22 N -0.30607 0.12244 -1.31821
23 H 2.66153 2.46391 -2.74958
24 H 5.47287 0.14780 -0.30847
25 H 5.66350 -2.02070 0.03535
26 H 5.93914 -3.63137 1.97213
27 H 3.89794 -4.53686 2.99506
28 H 1.70936 -3.35874 2.72794
29 H 0.78231 2.68620 -3.30971
30 H -1.61117 3.07510 -3.49223
31 H -3.22498 1.28982 -2.59185
32 H -2.35461 -0.43476 -1.17239
33 N -0.96930 0.58396 3.53765
34 C -1.58695 -0.52220 3.03920
35 N -2.75110 -1.01144 3.47537
36 N -2.98209 -2.12621 2.72306
37 N -2.10091 -2.13726 1.77202
38 N -1.13243 -1.26104 1.95601
39 C -0.04934 1.35023 2.83892
40 N 0.42349 2.49552 3.33872
41 N 1.31250 2.94464 2.43990
42 N 1.47926 2.07902 1.48984
43 N 0.65721 0.97608 1.71576
44 H -1.39656 0.97329 4.37519
45 O 0.26157 -2.62466 -0.43389
46 C -0.52780 -3.35087 -1.11719
47 C -0.02249 -3.84959 -2.47043
48 C -0.94828 -3.62265 -3.73970
49 C -2.24511 -4.40695 -3.75049
50 C -3.20898 -4.01732 -2.57527
51 C -2.83075 -4.56250 -1.17689
52 N -1.63483 -3.90634 -0.56147
53 H 0.07959 -4.93959 -2.43740
54 H 0.92728 -3.30429 -2.62267
55 H -0.32384 -4.04054 -4.57294
56 H -1.09739 -2.51468 -3.84378
57 H -2.05951 -5.49955 -3.57197
58 H -2.78432 -4.30889 -4.68757
59 H -4.16284 -4.57017 -2.73593
60 H -3.40329 -2.95206 -2.57277
61 H -2.64069 -5.63519 -1.31859
62 H -3.63248 -4.44563 -0.41403
63 H -1.88149 -3.52730 0.37565
64 C -0.79505 6.61557 0.94974
65 C -1.57073 5.53091 1.58314
66 C -2.03486 5.41462 2.90548
67 C -2.78520 4.19119 2.94696
68 N -2.76245 3.62511 1.72594
69 N -2.01243 4.42245 0.93387
70 C -3.47484 3.54695 4.09799
71 H -1.45525 7.33709 0.40197
72 H -0.08515 6.20799 0.23317
73 H -0.27439 7.14416 1.72747
74 H -1.89085 6.10488 3.72496
75 H -1.88052 4.14219 -0.06362
76 H -2.76664 3.21327 4.85166
77 H -3.94552 2.61462 3.73314
78 H -4.12481 4.23605 4.67900

Summary:
Kohn-Sham gap	5.634	eV
E_LUMO	-0.061	Ha
electronic energy	-79756.031	eV
total charge	0
spin multiplicity	1
max |F|	0.12799	hartree/bohr
HOMO level	-7.2810	eV

Atom charges from the Löwdin analysis, given in e for atoms 1 to 8: 1.071 -0.035 -0.669 -0.065 -0.053 0.118 -0.203 0.049

---

No. 3
Here is a 10-piece molecular cluster, C45H61F9N12O15S3 overall from OMol25. Energies are from the ωB97M-V functional and the def2-TZVPD basis.

CARTESIAN COORDINATES (ANGSTROEM)
1 C 2.94711 8.79026 2.74400
2 N 2.43041 8.09623 1.46485
3 C 1.14548 8.14732 1.11917
4 C 0.62810 7.35292 0.11743
5 C 1.46093 6.51999 -0.58944
6 C 2.82817 6.52969 -0.27225
7 C 3.27504 7.34961 0.75370
8 C 1.07827 5.67173 -1.67368
9 C 1.53087 4.37332 -1.77215
10 C 1.05551 3.52777 -2.78914
11 N 0.29524 4.00448 -3.76192
12 C -0.14516 5.27540 -3.72329
13 C 0.15809 6.10208 -2.69944
14 C -0.27093 3.16981 -4.85890
15 H 2.47376 9.74583 2.76302
16 H 4.03829 8.83358 2.83257
17 H 2.69216 8.09751 3.57669
18 H 0.50629 8.65667 1.81342
19 H -0.44707 7.27124 -0.06765
20 H 3.57697 6.00037 -0.82897
21 H 4.23795 7.48197 1.10949
22 H 2.22334 3.98294 -1.05284
23 H 1.21513 2.43483 -2.78121
24 H -0.81193 5.67104 -4.47467
25 H -0.26702 7.08062 -2.59127
26 H -1.04129 2.57455 -4.36356
27 H 0.48310 2.51120 -5.31490
28 H -0.74871 3.79715 -5.58924
29 C -2.13303 -2.02991 8.10211
30 N -2.00372 -2.84115 6.93862
31 C -2.98103 -2.89382 6.00478
32 C -2.95441 -3.76685 4.97206
33 C -1.85877 -4.62170 4.77968
34 C -0.83812 -4.62641 5.70542
35 C -1.00077 -3.70230 6.78622
36 C -1.71554 -5.51415 3.59811
37 C -0.79276 -5.38891 2.58831
38 C -0.75567 -6.15393 1.48689
39 N -1.66171 -7.10504 1.31403
40 C -2.56241 -7.34106 2.29958
41 C -2.59241 -6.56595 3.44172
42 C -1.69411 -7.78707 0.02838
43 H -2.86507 -2.41184 8.82758
44 H -2.28939 -1.01398 7.83595
45 H -1.17686 -1.91118 8.61725
46 H -3.81722 -2.17650 6.12973
47 H -3.78235 -3.86300 4.24841
48 H 0.02593 -5.25843 5.74400
49 H -0.22053 -3.57434 7.47276
50 H 0.05236 -4.68842 2.63322
51 H -0.07634 -6.03339 0.60613
52 H -3.35275 -8.08007 2.11695
53 H -3.38703 -6.74546 4.15762
54 H -1.56510 -7.10497 -0.80367
55 H -2.62496 -8.38730 -0.05954
56 H -0.85767 -8.49560 -0.14358
57 C 3.94753 -1.57302 -7.49646
58 C 4.28672 -2.23445 -6.21984
59 N 3.14605 -3.10566 -5.84017
60 C 3.17924 -4.45501 -5.74508
61 C 1.91264 -4.85693 -5.59454
62 N 1.14994 -3.70527 -5.53705
63 C 1.95535 -2.68574 -5.59088
64 C -0.31235 -3.71459 -5.46709
65 H 3.02373 -1.04281 -7.39088
66 H 3.82956 -2.34821 -8.26552
67 H 4.70936 -0.79697 -7.78078
68 H 4.40458 -1.58698 -5.32502
69 H 5.13359 -2.91126 -6.17196
70 H 4.09503 -5.03537 -5.78175
71 H 1.37940 -5.80506 -5.66600
72 H 1.70450 -1.65702 -5.56996
73 H -0.73379 -4.20187 -6.33887
74 H -0.74440 -2.68860 -5.57970
75 H -0.63469 -4.26539 -4.53332
76 C -4.16993 0.69877 -2.95764
77 C -3.95495 1.83626 -2.05491
78 N -3.86709 1.50121 -0.62707
79 C -3.72251 2.49903 0.30157
80 C -3.75119 1.95994 1.53212
81 N -3.85547 0.54946 1.28121
82 C -3.91573 0.31095 -0.02546
83 C -4.13089 -0.45301 2.34339
84 H -4.50740 1.04634 -3.93529
85 H -5.00518 0.05815 -2.66987
86 H -3.25595 0.15251 -3.02018
87 H -4.72426 2.59702 -2.10394
88 H -3.03585 2.32361 -2.26680
89 H -3.63213 3.50753 -0.04582
90 H -3.58258 2.40038 2.50395
91 H -3.98529 -0.59173 -0.57038
92 H -3.77233 -0.01896 3.26433
93 H -3.54899 -1.35729 2.14166
94 H -5.19158 -0.66313 2.49429
95 C 2.41272 -1.63420 -0.98189
96 C 1.05614 -1.86141 -0.41482
97 N 0.27867 -0.59079 -0.11350
98 C -0.42639 0.04843 -1.08827
99 C -0.61871 1.32328 -0.61605
100 N 0.02281 1.40595 0.61421
101 C 0.64643 0.25304 0.84401
102 C 0.07091 2.55121 1.59081
103 H 3.05832 -1.10008 -0.28179
104 H 2.37169 -1.10785 -1.94609
105 H 2.92112 -2.55825 -1.00959
106 H 1.14148 -2.38258 0.51435
107 H 0.48344 -2.54337 -1.08359
108 H -0.70066 -0.35761 -2.05681
109 H -1.18988 2.14410 -1.03615
110 H 1.12434 -0.01417 1.76782
111 H -0.84633 2.73364 2.09735
112 H 0.31575 3.45128 1.04656
113 H 0.85408 2.30839 2.33003
114 C 0.02326 -0.18703 4.75956
115 F -0.89550 -0.19425 5.77393
116 F -0.49084 0.57131 3.77886
117 F 1.09527 0.35325 5.18010
118 S 0.36891 -1.90279 4.04548
119 O 0.84446 -2.70878 5.14324
120 O -0.90933 -2.29612 3.49168
121 O 1.35431 -1.63172 3.02782
122 C 1.83809 4.64082 3.78625
123 F 1.30538 5.27810 2.66888
124 F 0.77024 4.25692 4.53255
125 F 2.49782 3.54504 3.36847
126 S 3.13141 5.69863 4.62388
127 O 2.40456 6.88092 5.11102
128 O 3.58162 4.85108 5.69326
129 O 3.91954 5.89801 3.46434
130 C 3.22336 -5.94783 -2.19594
131 F 3.86902 -6.53596 -1.22168
132 F 3.96785 -4.92395 -2.61708
133 F 3.00078 -6.80854 -3.21124
134 S 1.53742 -5.34212 -1.61957
135 O 0.54915 -6.40882 -1.57671
136 O 1.92098 -4.85873 -0.30105
137 O 1.22759 -4.31346 -2.60459
138 N -1.94560 5.25597 0.34642
139 O -2.23980 4.50993 1.29518
140 O -1.19301 4.86518 -0.54961
141 O -2.32663 6.48241 0.32251
142 N -0.09725 0.05072 -4.74042
143 O -1.28414 -0.30407 -4.63868
144 O 0.56997 -0.07602 -5.80526
145 O 0.51593 0.57872 -3.71697

Summary:
Kohn-Sham gap	6.245	eV
E_LUMO	-0.203	Ha
electronic energy	-153189.240	eV
total charge	+2
spin multiplicity	1
max |F|	0.07971	hartree/bohr
HOMO level	-11.7673	eV

Atom charges from the Löwdin analysis, given in e for atoms 1 to 8: 0.070 -0.037 0.022 0.053 -0.157 0.070 0.009 -0.151

---

> Among the records above, which one has the highest Kohn-Sham gap?

C5H10O3